ORCA calculation (ωB97M-V with the def2-TZVPD basis set) on C22H54N6O8Si2 as an isolated structure.

Spin multiplicity: 1
Kohn-Sham gap (eV): 9.310
Charge: 0
Electronic energy (eV): -64767.329
Energy relative to the best compared isomer or geometry (same formula, charge and spin) (eV): 0.080

Geometry as XYZ:
```
92
C22H54N6O8Si2, DFT ωB97M-V with the def2-TZVPD basis set
C -0.27310 -1.78635 1.13798
C -0.90834 -1.81234 -0.20697
C -2.38160 -1.51234 -0.19463
O -3.08160 -2.03045 0.89083
C -3.15485 -3.43339 0.89359
Si -4.41073 -4.19277 -0.29045
O -3.67292 -4.47709 -1.72885
Si -2.94566 -5.93666 -1.98271
N -5.83924 -3.24522 -0.60499
C -5.74282 -2.35945 -1.77317
C -6.37824 -2.57719 0.50444
C -7.22996 -3.41340 1.38714
O -6.21682 -1.41789 0.70976
H -0.36688 -0.84916 1.64888
H -0.73021 -2.53399 1.74100
H 0.75547 -2.01237 1.05246
H -0.77294 -2.79698 -0.60057
H -0.41861 -1.17580 -0.89995
H -2.80834 -1.82339 -1.13875
H -2.51217 -0.45910 -0.13795
H -2.20382 -3.90833 0.70921
H -3.43388 -3.72054 1.88418
H -4.80589 -5.49951 0.28616
H -2.43224 -6.01726 -3.36071
H -1.77741 -6.11910 -1.09428
H -3.93624 -7.00467 -1.75843
H -5.28410 -1.42742 -1.54614
H -5.21535 -2.83875 -2.56045
H -6.72610 -2.15993 -2.12809
H -8.03405 -2.79068 1.69121
H -7.59320 -4.26686 0.87165
H -6.68158 -3.70739 2.25540
C 3.66591 -2.45405 0.47877
O 2.70366 -2.35738 -0.25956
N 4.43781 -1.46252 0.94557
C 5.54416 -1.75344 1.83355
C 4.22222 -0.06160 0.58121
H 4.00410 -3.44016 0.84372
H 5.41272 -1.23923 2.78774
H 6.48591 -1.42745 1.38796
H 5.59683 -2.82339 2.01836
H 3.23473 0.28273 0.88859
H 4.30663 0.06997 -0.49594
H 4.98274 0.53615 1.07047
C -4.41415 -9.40497 -5.44907
O -3.78367 -9.58572 -4.42715
N -5.47273 -8.58669 -5.55148
C -6.19113 -8.39935 -6.79546
C -5.90013 -7.86817 -4.36162
H -4.16168 -9.90775 -6.39960
H -6.15586 -7.35266 -7.10354
H -7.23588 -8.69504 -6.68218
H -5.73944 -9.00736 -7.57483
H -5.08437 -7.24695 -3.99554
H -6.16223 -8.57702 -3.57646
H -6.75966 -7.24778 -4.59610
C 5.89540 3.93799 1.18890
O 5.69099 3.00082 0.43396
N 6.57592 3.78937 2.32930
C 6.91035 4.84994 3.27448
C 7.01238 2.44299 2.65762
H 5.53059 4.96466 1.00425
H 7.99420 4.88175 3.40255
H 6.44818 4.63413 4.23621
H 6.57188 5.82269 2.93388
H 7.66728 2.05610 1.87680
H 6.15370 1.77624 2.73989
H 7.54532 2.46074 3.60274
C 4.27528 6.45815 4.34249
O 4.66093 6.06456 5.42981
N 3.75669 7.66913 4.11873
C 3.36614 8.16406 2.80774
C 3.60096 8.55193 5.26330
H 4.33499 5.83296 3.43517
H 3.95610 9.05423 2.58139
H 2.30926 8.42477 2.78792
H 3.54655 7.41645 2.04124
H 4.56537 8.72944 5.73874
H 2.94021 8.09988 6.00211
H 3.18095 9.49595 4.93108
C 1.48968 7.02760 -0.76585
O 1.28552 7.78880 0.16135
N 0.55115 6.59757 -1.60871
C 0.85839 5.70203 -2.70567
C -0.81686 7.05413 -1.41290
H 2.49515 6.63669 -1.00242
H 0.60341 6.16669 -3.66024
H 0.29682 4.77678 -2.60506
H 1.91954 5.46677 -2.70283
H -0.86377 8.14106 -1.47293
H -1.18012 6.75511 -0.43029
H -1.45159 6.62339 -2.17891
```



ORCA calculation (ωB97M-V with the def2-TZVPD basis set) on a 4-piece molecular cluster, C22H55BClN3O overall.

Spin multiplicity: 1
Kohn-Sham gap (eV): 8.072
Charge: 0
Electronic energy (eV): -43420.357

Geometry as XYZ:
```
83
C22H55BClN3O, DFT ωB97M-V with the def2-TZVPD basis set
C 0.01497 1.06010 -3.02537
C 0.72494 0.28050 -1.92026
N -0.18014 -0.25653 -0.90037
C 0.51722 -0.74007 0.29487
C 1.45303 -1.93291 0.12909
C -1.26468 -1.11342 -1.38174
C -0.88398 -2.35829 -2.17650
H -0.60602 1.86026 -2.61035
H 0.75532 1.52023 -3.68892
H -0.61510 0.41150 -3.64163
H 1.42272 0.98003 -1.44162
H 1.33417 -0.50581 -2.37653
H -0.21807 -0.97505 1.07474
H 1.10140 0.09181 0.70695
H 0.90006 -2.86703 0.00873
H 2.06725 -2.04371 1.03147
H 2.13551 -1.81560 -0.71617
H -1.93253 -0.50701 -2.00313
H -1.89398 -1.41744 -0.53427
H -0.11952 -2.15736 -2.93324
H -1.76501 -2.74084 -2.70291
H -0.52972 -3.16094 -1.52712
C 5.90755 2.76556 4.02814
C 5.54819 1.34575 4.46185
N 4.29456 0.85105 3.88613
C 3.80862 -0.37510 4.52575
C 4.66644 -1.62848 4.38702
C 4.19671 0.87628 2.42599
C 5.25109 0.11166 1.63231
H 5.09154 3.46367 4.24004
H 6.79235 3.10787 4.57593
H 6.14538 2.81807 2.96131
H 5.45177 1.36680 5.55529
H 6.38846 0.68244 4.23472
H 2.79748 -0.59843 4.16272
H 3.67978 -0.17169 5.59586
H 4.59462 -2.05887 3.38579
H 4.30953 -2.39486 5.08639
H 5.71858 -1.44354 4.61681
H 4.21840 1.92105 2.09755
H 3.20278 0.52251 2.12004
H 6.26569 0.28534 2.00357
H 5.23087 0.43765 0.58685
H 5.05843 -0.96274 1.63284
C -5.60412 6.49869 -4.45498
C -4.58914 5.52071 -5.04361
N -3.49082 5.18840 -4.13202
C -2.38035 4.49615 -4.79259
C -2.65886 3.11351 -5.37295
C -3.87244 4.65340 -2.82422
C -4.72088 3.38623 -2.79769
H -5.11578 7.41208 -4.10088
H -6.33242 6.78371 -5.22210
H -6.16296 6.05584 -3.62490
H -4.17330 6.00133 -5.93883
H -5.11711 4.62537 -5.38602
H -1.53340 4.42278 -4.09880
H -2.01711 5.13610 -5.60599
H -2.73668 2.35493 -4.59106
H -1.82550 2.81453 -6.02100
H -3.56729 3.08912 -5.97972
H -4.41321 5.43358 -2.27762
H -2.97009 4.48377 -2.22117
H -5.54832 3.41839 -3.51305
H -5.16071 3.26027 -1.80252
H -4.12336 2.49435 -2.99508
O -3.98393 -6.61716 2.02529
C -2.60567 -6.75867 1.46002
C -1.86879 -5.29882 1.29399
C -1.24567 -4.67805 2.67745
C -0.03604 -5.57433 3.34972
B 0.34957 -4.79736 4.78295
Cl 0.44059 -2.91148 4.89687
H -3.93054 -6.04484 2.84790
H -1.96818 -7.56615 2.03237
H -2.76736 -7.17003 0.35110
H -1.00942 -5.45843 0.48167
H -2.64644 -4.52705 0.83352
H -0.74560 -3.63368 2.38673
H -2.02765 -4.44103 3.51566
H 0.93083 -5.60617 2.66511
H -0.37452 -6.68071 3.55732
H 0.56606 -5.41372 5.77051
```



ORCA calculation (ωB97M-V with the def2-TZVPD basis set) on C22H55N5Na4O9Sr as an isolated structure.

Spin multiplicity: 1
Kohn-Sham gap (eV): 2.807
Charge: +2
Electronic energy (eV): -68067.167

Geometry as XYZ:
```
96
C22H55N5Na4O9Sr, DFT ωB97M-V with the def2-TZVPD basis set
Na -0.89423 -2.71336 -3.57606
Na 4.62722 -1.68678 0.28746
Na 0.69458 0.76932 -4.39197
Na 1.20818 -4.22702 -0.43254
Sr 2.59114 -1.92131 -2.70592
O -0.85357 -5.60466 -0.70662
C -1.77930 -4.78885 -0.98289
C -2.55472 -4.85075 -2.49243
O -1.91674 -5.05243 -3.57218
H -1.41686 -3.72164 -0.92576
H -2.57687 -4.85426 -0.22358
H -3.09235 -3.87975 -2.45084
H -3.28519 -5.67114 -2.38560
O 0.10366 -0.75796 -2.55936
C -0.06117 -0.32724 -1.21372
C 0.48736 -1.15477 -0.04177
O 1.80144 -1.67866 -0.15054
H -1.11506 -0.09345 -1.01918
H 0.48467 0.63203 -1.14301
H -0.22906 -1.96827 0.16681
H 0.52088 -0.47364 0.81547
C 3.05994 2.63019 -0.02381
C 4.12811 1.60376 0.35844
C 5.28895 2.22723 1.10987
O 5.86763 3.18658 0.25460
C 7.18994 3.56652 0.57927
N 3.58231 0.46709 1.12883
H 2.57179 3.12818 0.82291
H 2.23302 2.15572 -0.56584
H 3.48667 3.43124 -0.62666
H 4.45786 1.29787 -0.64718
H 6.01031 1.43904 1.35382
H 4.93707 2.75899 2.00281
H 7.67007 2.83942 1.24066
H 7.23904 4.56313 1.02046
H 7.81067 3.58722 -0.31925
H 3.06702 0.79058 1.94210
H 2.85427 0.06864 0.52697
C 2.53108 4.99064 -5.53009
C 1.88972 3.78617 -4.86907
C 0.44000 3.96511 -4.45823
O 0.15308 2.99400 -3.44002
C -1.27488 2.90098 -3.24982
N 2.02220 2.61187 -5.78945
H 3.61739 4.88205 -5.57873
H 2.46974 5.89384 -4.91758
H 2.12490 5.15291 -6.52735
H 2.37997 3.50950 -3.92932
H -0.22469 3.96568 -5.32570
H 0.36939 4.93125 -3.94641
H -1.74790 3.87997 -3.23503
H -1.40569 2.42859 -2.27658
H -1.70124 2.23565 -4.00699
H 2.19228 2.90999 -6.73872
H 2.75302 2.01668 -5.42673
C -1.82531 -6.45874 4.70489
C -2.72591 -5.52834 3.90972
C -1.92706 -4.48666 3.15591
O -1.41958 -3.49726 3.99994
C -0.62023 -2.59527 3.29838
N -3.34875 -6.36904 2.86667
H -2.39321 -7.03265 5.43863
H -1.08255 -5.85598 5.23319
H -1.30210 -7.19788 4.09787
H -3.46873 -5.07160 4.56991
H -2.60948 -4.05396 2.40375
H -1.15618 -5.06553 2.62325
H -1.21710 -2.07944 2.53157
H 0.17866 -3.12938 2.75520
H -0.14118 -1.90158 3.98471
H -4.17930 -5.90578 2.48802
H -3.85003 -7.13531 3.31658
C -4.91664 0.98357 0.21674
O -6.03636 0.88720 -0.22541
N -4.15214 -0.03483 0.72662
C -3.05464 0.30189 1.58752
C -4.70024 -1.38371 0.66740
H -4.43181 1.97133 0.32036
H -2.15469 -0.14467 1.14142
H -3.16636 -0.12773 2.59110
H -2.89202 1.35856 1.78023
H -4.67995 -1.74860 1.69651
H -5.63804 -1.40562 0.12919
H -3.98755 -2.01885 0.11908
C -1.28041 3.24029 0.86527
O -2.01601 4.13852 0.54671
N -0.70260 3.03151 2.08109
C 0.06492 1.79387 2.31256
C -0.88888 3.94485 3.18033
H -1.03661 2.31470 0.29337
H 0.53107 1.54737 1.35882
H -0.60982 0.99946 2.62647
H 0.82960 2.09568 3.02489
H -0.08066 4.69282 3.17720
H -1.71115 4.64747 3.02752
H -0.98802 3.50770 4.16884
```



ORCA calculation (ωB97M-V with the def2-TZVPD basis set) on a 12-piece molecular cluster, C22H57N23O15 overall.

Spin multiplicity: 1
Kohn-Sham gap (eV): 8.744
Charge: 0
Electronic energy (eV): -88735.068

Geometry as XYZ:
```
117
C22H57N23O15, DFT ωB97M-V with the def2-TZVPD basis set
H -0.95458 4.73311 3.11542
N -1.22490 3.76137 3.27340
C -0.79424 3.08023 2.29308
C -0.01397 3.69915 1.14748
C -1.07176 1.57918 2.33560
O -0.11599 0.91935 1.49514
C 0.31536 -0.26169 1.93817
O 0.55373 -1.14043 1.14857
O 0.52850 -0.46380 3.26047
C 1.74551 0.12004 3.73174
O 1.89681 1.47667 3.35331
C 3.05387 1.60304 2.58619
C 4.31066 1.67636 3.17649
C 5.41196 1.72628 2.32663
C 5.31472 1.73028 0.94009
C 4.04587 1.68535 0.36031
C 2.93407 1.62258 1.20311
H -0.64496 4.45718 0.68521
H 0.30030 2.99421 0.38372
H 0.88109 4.19912 1.52444
H -1.00167 1.29769 3.38273
H -2.09021 1.39728 1.98742
H 2.57931 -0.47527 3.34930
H 1.73616 0.03020 4.81794
H 4.42818 1.66811 4.24976
H 6.40594 1.75795 2.75585
H 6.17221 1.78187 0.28560
H 3.89112 1.67548 -0.71131
H 1.96719 1.59109 0.71945
N -0.26935 0.14493 -2.08924
C -1.32951 -0.27518 -2.83975
N -2.04901 -1.30131 -2.29548
O -1.61149 0.22675 -3.91702
H -0.02307 -0.25281 -1.20067
H 0.28356 0.89595 -2.45668
H -2.83483 -1.63605 -2.81972
H -1.83972 -1.72616 -1.40553
N -4.02998 3.85711 -2.36487
C -3.24817 4.11070 -1.28401
N -3.92368 4.36684 -0.11977
O -2.02491 4.10845 -1.33033
H -5.03144 3.84969 -2.33147
H -3.57034 3.66692 -3.24126
H -3.37172 4.55148 0.69603
H -4.92719 4.36471 -0.04366
N -1.18801 -3.30045 2.46862
C -2.23552 -3.71942 1.71754
N -2.95923 -4.74510 2.25861
O -2.52215 -3.21680 0.63524
H -0.95036 -3.70788 3.35572
H -0.63166 -2.54645 2.10733
H -3.74451 -5.08122 1.73532
H -2.74494 -5.16022 3.14647
N 5.26855 -3.48790 1.78629
C 4.29817 -2.52647 1.65899
N 3.24447 -2.85868 0.85800
O 4.37002 -1.44888 2.22267
H 5.23085 -4.37838 1.32939
H 6.05713 -3.26684 2.36378
H 2.51351 -2.17521 0.75091
H 3.15978 -3.73781 0.38539
N 0.89231 -3.44637 6.66350
C 0.32541 -4.37401 5.84007
N 1.14087 -5.39926 5.47929
O -0.83668 -4.27936 5.45842
H 1.83709 -3.50452 6.99327
H 0.31897 -2.67599 6.95082
H 0.75648 -6.10195 4.87748
H 2.09522 -5.48743 5.78729
N -1.50968 3.15980 -6.10249
C -2.40634 4.18743 -6.09927
N -2.00980 5.32151 -6.74071
O -3.49833 4.09492 -5.55103
H -0.60832 3.20886 -6.53456
H -1.77833 2.31376 -5.62626
H -2.65395 6.09181 -6.76555
H -1.12489 5.42044 -7.19773
N -0.92442 -5.47069 -3.37877
C 0.32869 -5.21988 -3.86127
N 0.82558 -3.98353 -3.55857
O 0.95935 -6.03717 -4.51131
H -1.45535 -4.81126 -2.84096
H -1.32122 -6.36797 -3.58135
H 1.74274 -3.76482 -3.89394
H 0.32483 -3.29820 -3.02226
N 5.70940 -0.56885 -3.00938
C 4.73640 0.37132 -3.19664
N 3.73439 0.01337 -4.05350
O 4.76111 1.45564 -2.63713
H 5.71055 -1.46437 -3.45771
H 6.45708 -0.33542 -2.38388
H 3.00520 0.68316 -4.21292
H 3.69596 -0.86902 -4.52561
N -5.58693 7.14366 -9.52004
C -4.80677 7.41202 -8.43120
N -5.48577 7.64110 -7.26928
O -3.58809 7.44098 -8.49547
H -6.58725 7.11103 -9.49217
H -5.11696 6.96741 -10.38734
H -4.94257 7.83501 -6.44942
H -6.48393 7.61496 -7.19490
N -6.09929 2.75400 2.56541
C -6.93190 2.43156 1.53100
N -7.75781 1.36840 1.75847
O -6.93853 3.04458 0.47547
H -6.07806 2.25993 3.43634
H -5.47531 3.52630 2.43113
H -8.37847 1.10430 1.01717
H -7.76991 0.84706 2.61332
N 5.67343 -6.48084 5.62169
C 4.70990 -7.10460 6.36181
N 4.87053 -8.44869 6.52004
O 3.76737 -6.49966 6.85146
H 6.45495 -6.95651 5.21393
H 5.58271 -5.49082 5.49086
H 4.17836 -8.93243 7.06080
H 5.63445 -8.96693 6.13138
```